The following is a DFT calculation (ωB97M-V/def2-TZVPD) of a cluster of 8 separate species, C66H69F7N6OS in total in a non-equilibrium geometry.

Cartesian coordinates (Å):
C 3.314502 -2.664798 0.668327
C 3.247736 -1.072663 0.476647
O 4.260052 -0.332523 1.204755
C 5.086140 0.472090 0.337162
C 4.741132 2.064461 0.417257
C 3.155507 2.207469 0.022576
C 2.635939 2.491626 -1.405099
C 3.692849 2.702144 -2.599441
C 4.289565 1.228054 -2.996155
C 4.246901 0.923263 -4.568940
C 3.662172 -0.512048 -4.998868
N 3.623074 -1.566463 -3.956512
C 4.941869 -2.092412 -3.554397
N 5.007823 -3.393629 -3.276486
N 6.191012 -1.331799 -3.374651
C 1.073347 2.544262 -1.619025
C 0.469263 2.816637 -3.099584
N 0.188580 1.449139 -3.676392
C 0.100886 2.296385 -0.410982
C -1.503485 2.302092 -0.651388
C -1.918490 0.719010 -0.685199
C -3.411387 0.473580 -1.185395
C -3.592728 -0.277318 -2.552921
C -4.973812 -0.584244 -3.184251
C -6.259575 -0.147387 -2.430308
C -6.069509 0.560033 -1.055376
C -4.694013 0.887119 -0.414404
C 0.576930 2.028309 1.056332
N -0.151588 1.806095 2.280555
S 1.059398 1.569057 3.494249
N 2.564269 1.692502 2.651440
C 2.134602 1.980941 1.259393
H 3.479583 -2.894672 1.773585
H 4.051097 -3.170373 -0.043016
H 2.259240 -3.061895 0.396349
H 3.184227 -0.775372 -0.642872
H 2.227439 -0.739100 0.919232
H 5.146738 0.086174 -0.739391
H 6.166332 0.390536 0.755124
H 5.366145 2.594749 -0.401757
H 4.971998 2.519156 1.437541
H 3.271031 3.260649 -3.499641
H 4.538206 3.359893 -2.161835
H 5.388516 1.250054 -2.670548
H 3.732728 0.488115 -2.332384
H 3.667101 1.756784 -5.098281
H 5.341419 0.972480 -4.948090
H 4.189316 -0.911891 -5.949603
H 2.565097 -0.335201 -5.331720
H 2.999848 -1.357312 -3.169297
H 4.052085 -3.771564 -3.420286
H 6.417760 -0.769683 -4.204995
H 6.201365 -0.777689 -2.508015
H 1.220539 3.400042 -3.757889
H -0.476023 3.463004 -3.047941
H 0.756790 0.785258 -3.115481
H 0.458310 1.394632 -4.668920
H -2.071554 2.760417 0.226603
H -1.798338 2.789983 -1.640483
H -1.718024 0.229093 0.345667
H -1.141795 0.230207 -1.392836
H -2.644703 -0.602817 -3.122533
H -5.021228 -1.133563 -4.186367
H -7.290743 -0.378121 -2.886400
H -7.004951 0.883108 -0.480947
H -4.566076 1.409361 0.593463
F -0.941481 6.715573 -4.250420
C -1.373263 7.031620 -3.018853
C -2.405109 7.945567 -2.872523
C -2.855419 8.268772 -1.596369
C -2.261322 7.682289 -0.480930
C -1.222505 6.769553 -0.640038
C -0.779526 6.437933 -1.916285
H -2.849457 8.397743 -3.751594
H -3.667462 8.976960 -1.470670
H -2.610354 7.938375 0.514420
H -0.757894 6.316500 0.229643
H 0.022436 5.722449 -2.058977
F 6.907779 -3.019083 6.232039
C 6.407081 -1.812153 5.924615
C 5.926179 -1.580133 4.644909
C 5.402381 -0.330703 4.327836
C 5.375707 0.675471 5.291215
C 5.865842 0.432824 6.571489
C 6.379447 -0.819829 6.892434
H 5.962875 -2.372763 3.906319
H 5.015874 -0.140375 3.331771
H 4.970664 1.651491 5.041413
H 5.847512 1.218924 7.319007
H 6.756890 -1.029398 7.886532
F -8.555712 -0.859553 -4.191065
C -9.385694 -1.896129 -3.974349
C -8.886297 -3.188244 -4.018985
C -9.743064 -4.260254 -3.789862
C -11.091683 -4.027166 -3.529437
C -11.582788 -2.725077 -3.492060
C -10.724089 -1.652573 -3.710189
H -7.835638 -3.349973 -4.231284
H -9.361483 -5.275238 -3.814705
H -11.760552 -4.864109 -3.355093
H -12.634111 -2.545555 -3.293112
H -11.087157 -0.631955 -3.676147
F -8.794809 -7.293473 -3.693414
C -7.849380 -7.777146 -4.516683
C -8.210707 -8.232102 -5.775141
C -7.231090 -8.728078 -6.629356
C -5.903170 -8.773201 -6.210968
C -5.552973 -8.318041 -4.942911
C -6.530438 -7.811781 -4.092403
H -9.250224 -8.196696 -6.080005
H -7.501610 -9.079610 -7.619278
H -5.140142 -9.164408 -6.876452
H -4.518956 -8.357618 -4.617038
H -6.274661 -7.444942 -3.105164
F 3.708460 1.774997 8.853591
C 2.618014 0.991880 8.884290
C 1.691867 1.154475 9.902929
C 0.559447 0.346707 9.932047
C 0.371693 -0.621534 8.948216
C 1.311094 -0.779067 7.932905
C 2.438111 0.035676 7.897038
H 1.859037 1.907560 10.664305
H -0.175471 0.470684 10.720292
H -0.509952 -1.254259 8.974247
H 1.165606 -1.536371 7.169608
H 3.175285 -0.067211 7.108897
F 5.765679 8.514345 3.481613
C 5.133060 7.379239 3.146287
C 4.576941 7.257635 1.882858
C 3.925484 6.078887 1.533385
C 3.827602 5.037667 2.454734
C 4.386038 5.175231 3.723162
C 5.047340 6.349398 4.069253
H 4.655195 8.080249 1.181424
H 3.493332 5.970825 0.543828
H 3.320093 4.121889 2.182312
H 4.305821 4.366831 4.442660
H 5.495092 6.468722 5.048966
F -0.497948 -3.510075 0.164977
C -0.734076 -4.188658 1.298633
C -0.787970 -5.573546 1.265305
C -1.027529 -6.276836 2.441516
C -1.221126 -5.586888 3.635867
C -1.169718 -4.196140 3.656784
C -0.919278 -3.492673 2.483116
H -0.643074 -6.093007 0.325151
H -1.064055 -7.360916 2.427731
H -1.412343 -6.136279 4.552256
H -1.324734 -3.659957 4.587148
H -0.867027 -2.409943 2.482746

Cartesian forces, eV/Å:
C -0.784 0.573 -0.385
C -1.880 -0.390 0.216
O 0.086 -0.146 -2.336
C 1.964 0.949 1.035
C -1.587 -0.747 -1.674
C -1.614 0.458 -0.614
C -0.904 -0.348 3.536
C -0.011 -0.433 1.294
C 0.171 1.203 -0.026
C 0.947 0.038 -0.068
C -1.279 0.683 -0.584
N 1.711 0.776 -0.649
C -0.169 -3.626 1.408
N -0.559 3.674 -0.635
N -1.368 -0.311 -0.728
C -0.435 -0.261 3.400
C 0.667 -0.011 0.883
N 0.694 0.514 0.480
C 0.941 0.897 -1.404
C 0.807 -1.389 0.434
C 0.130 0.024 -0.289
C -2.747 -1.200 -1.709
C -2.354 0.921 1.311
C 0.348 1.816 3.465
C 3.803 0.480 1.481
C 2.032 -0.540 -1.330
C 0.365 -1.913 -3.664
C 2.274 -0.120 0.308
N 4.137 0.325 -2.119
S 0.503 0.578 -3.506
N -4.397 1.037 -3.765
C 0.047 -0.289 0.309
H 0.040 0.195 -1.591
H -0.753 0.704 1.264
H 1.696 0.610 0.421
H 0.413 -0.490 1.765
H 1.562 -0.489 -0.675
H -0.502 0.579 1.574
H -1.639 0.016 -0.645
H -0.934 -0.821 1.454
H -0.467 -0.806 -1.393
H 0.369 -0.896 1.336
H -1.361 -1.049 -0.832
H -1.639 -0.233 -0.369
H 0.806 0.801 -1.195
H 0.785 -1.245 0.650
H -1.831 0.157 0.517
H -0.679 0.602 1.723
H 1.715 -0.411 0.581
H 0.552 -0.095 -0.450
H 0.627 0.247 -0.040
H -0.221 -0.150 0.791
H -0.136 -0.329 -0.799
H -1.053 -0.857 1.288
H 1.313 -1.086 0.010
H -0.538 0.463 -0.894
H -0.120 0.002 0.760
H 1.010 -0.291 -1.234
H 0.475 -0.683 1.500
H -0.534 0.997 -1.540
H -1.651 0.609 0.906
H -1.677 0.634 1.063
H 0.026 0.947 1.678
H 2.121 0.638 1.208
H 1.523 -0.563 -0.957
H -0.509 -0.843 -1.630
F 0.066 -0.058 -0.154
C -0.280 0.200 0.756
C -0.062 0.056 -0.162
C 0.277 -0.237 0.068
C -0.042 0.035 0.017
C -0.186 0.151 -0.155
C 0.132 -0.120 -0.081
H 0.044 -0.061 0.027
H 0.093 -0.066 -0.052
H 0.047 -0.035 -0.114
H -0.031 0.008 -0.116
H -0.013 0.043 -0.004
F 0.058 -0.141 0.045
C -0.318 0.716 -0.190
C 0.016 -0.146 -0.045
C 0.057 0.110 0.211
C 0.004 0.002 0.014
C 0.021 -0.107 -0.242
C 0.078 -0.083 0.154
H 0.003 0.023 0.055
H 0.012 -0.086 0.117
H 0.029 -0.104 0.002
H -0.012 -0.127 -0.042
H 0.001 -0.022 -0.070
F -0.171 0.090 -0.344
C -0.635 -0.804 0.141
C 0.177 0.076 -0.032
C -0.190 0.220 0.005
C 0.011 0.000 -0.007
C 0.269 -0.158 -0.039
C 0.005 0.226 -0.010
H -0.045 0.043 0.027
H -0.066 0.276 -0.004
H 0.079 0.094 -0.018
H 0.125 0.024 -0.011
H 0.055 -0.043 -0.026
F -0.113 -0.093 0.147
C 0.669 -0.356 -0.582
C -0.200 0.042 -0.013
C 0.196 0.078 0.291
C -0.001 -0.019 -0.047
C -0.262 -0.021 -0.182
C -0.016 0.082 0.193
H 0.052 0.025 0.049
H -0.011 0.038 0.121
H -0.086 0.046 0.082
H -0.125 0.033 -0.008
H -0.056 -0.025 -0.041
F 0.141 0.124 0.006
C -0.715 -0.521 0.013
C 0.063 0.146 0.109
C 0.170 -0.127 -0.286
C -0.052 -0.008 0.030
C -0.060 0.208 0.270
C 0.165 0.008 -0.164
H 0.018 -0.026 -0.068
H 0.107 0.008 -0.064
H 0.101 0.070 -0.001
H 0.055 0.097 0.056
H 0.006 0.014 0.067
F 0.069 0.121 0.032
C -0.363 -0.654 -0.188
C 0.025 0.145 -0.133
C 0.106 -0.073 0.342
C 0.039 0.102 -0.033
C -0.021 0.164 -0.274
C 0.076 0.034 0.167
H 0.026 -0.025 0.069
H 0.031 0.030 0.088
H -0.004 0.068 0.050
H 0.024 0.085 -0.061
H -0.025 0.039 -0.061
F 0.057 0.109 -0.169
C -0.158 -0.435 0.743
C 0.041 -0.048 -0.176
C -0.015 0.337 0.107
C -0.007 -0.057 0.024
C 0.045 -0.226 -0.217
C 0.026 0.192 -0.058
H 0.009 0.067 0.037
H 0.001 0.119 -0.038
H 0.022 0.068 -0.104
H 0.031 -0.025 -0.118
H -0.015 -0.047 -0.047

Properties
E_LUMO: -1.42 eV
DFT total energy: -4056.93006 Eh
SMILES: [H]/N=C(/N)NCCCCc1c(CN)c(CCc2ccccc2)c2nsnc2c1CCOCC.Fc1ccccc1.Fc1ccccc1.Fc1ccccc1.Fc1ccccc1.Fc1ccccc1.Fc1ccccc1.Fc1ccccc1
E_HOMO: -0.3021 hartree